(1)
This record from OMol25 describes a single C4H6N2 molecule. The level of theory is the ωB97M-V functional and the def2-TZVPD basis.

Cartesian coordinates (Å):
N: 0.67 1.26 0.99
C: 0.14 0.11 0.06
C: -1.18 -0.10 -0.76
C: -0.83 -1.10 0.30
C: 1.42 -0.08 -0.55
N: 2.51 -0.12 -0.94
H: 1.47 1.02 1.60
H: 1.00 2.10 0.49
H: -1.14 -0.41 -1.81
H: -2.04 0.54 -0.57
H: -1.47 -1.10 1.18
H: -0.55 -2.12 0.00

Results
Max |F|   2.205 eV Å⁻¹
Relative energy (zero: lowest compared OMol25 entry of this formula, charge and spin)   251.2 kJ/mol
E_LUMO   0.90 eV
Electronic energy   -7222.9873 eV
Highest occupied orbital energy   -9.5 eV

=====

(2)
This record from OMol25 describes a single C4H7FN2S molecule. The level of theory is the ωB97M-V functional and the def2-TZVPD basis.

Cartesian coordinates (Å):
C: -1.63 0.34 0.75
C: -0.67 -0.32 -0.31
C: 0.15 -1.55 0.18
C: 1.42 -0.68 -0.17
H: -1.01 0.88 1.57
H: -2.37 -0.48 1.26
H: -2.13 1.24 0.18
H: -0.96 -0.59 -1.38
H: -0.15 -1.71 1.20
H: 2.17 1.84 -0.12
H: 0.80 2.14 -1.68
N: 0.68 0.39 -0.56
N: 1.01 1.78 -0.49
F: -0.28 -2.52 -0.72
S: 2.98 -0.77 0.28

Results
Max |F|   5.111 eV Å⁻¹
Relative energy (zero: lowest compared OMol25 entry of this formula, charge and spin)   432.8 kJ/mol
E_LUMO   0.40 eV
Electronic energy   -20790.0518 eV
Highest occupied orbital energy   -8.5 eV

=====

(3)
This record from OMol25 describes 2 unconnected molecules or ions with the total composition C4H11O3. The level of theory is the ωB97M-V functional and the def2-TZVPD basis.

Cartesian coordinates (Å):
C: -0.50 0.28 -0.63
C: -0.41 -0.14 0.84
C: 0.62 0.77 1.60
O: 1.84 0.13 1.77
C: -1.42 -0.61 -1.46
O: -2.56 -1.16 -0.78
H: -0.88 1.31 -0.63
H: 0.48 0.28 -1.11
H: 0.08 -1.11 0.92
H: -1.39 -0.13 1.32
H: 0.80 1.69 0.99
H: 0.19 1.04 2.58
H: -0.85 -1.47 -1.83
H: -1.75 -0.17 -2.41
H: -3.29 -0.55 -0.96
H: 3.77 -0.16 -0.19
H: 2.39 0.08 0.47
O: 2.87 -0.10 -0.49

Results
Max |F|   1.438 eV Å⁻¹
Relative energy (zero: lowest compared OMol25 entry of this formula, charge and spin)   101.2 kJ/mol
E_LUMO   3.44 eV
Electronic energy   -10468.6310 eV
Net charge   -1
Highest occupied orbital energy   -3.2 eV

=====

(4)
This record from OMol25 describes 5 unconnected molecules or ions with the total composition C18H34N5O4. The level of theory is the ωB97M-V functional and the def2-TZVPD basis.

Cartesian coordinates (Å):
C: -2.65 -0.96 2.78
C: -1.99 0.17 1.96
C: -0.78 0.92 2.37
C: -0.32 1.99 1.49
C: -1.08 2.24 0.29
N: -2.18 1.57 -0.14
C: -2.60 0.58 0.69
H: -3.10 -0.44 3.68
H: -1.88 -1.66 3.20
H: -0.27 0.68 3.32
H: 0.56 2.61 1.73
H: -0.72 3.08 -0.36
H: -3.50 0.01 0.38
C: -5.72 -2.71 -0.64
O: -5.73 -1.81 0.16
N: -5.28 -2.62 -1.93
C: -5.30 -3.75 -2.83
C: -4.78 -1.34 -2.41
H: -6.08 -3.72 -0.38
H: -4.28 -3.96 -3.16
H: -5.92 -3.51 -3.69
H: -5.70 -4.63 -2.33
H: -3.93 -1.04 -1.79
H: -5.57 -0.59 -2.31
H: -4.47 -1.42 -3.45
C: 1.33 3.00 -2.03
O: 1.32 3.90 -1.22
N: 1.78 3.10 -3.31
C: 1.76 1.97 -4.22
C: 2.29 4.37 -3.78
H: 0.97 1.99 -1.78
H: 2.78 1.76 -4.56
H: 1.14 2.22 -5.09
H: 1.35 1.09 -3.74
H: 3.13 4.67 -3.15
H: 1.50 5.13 -3.68
H: 2.60 4.30 -4.81
C: 0.28 -4.18 3.37
O: 0.27 -3.29 4.19
N: 0.69 -4.05 2.08
C: 0.67 -5.16 1.16
C: 1.15 -2.75 1.63
H: -0.06 -5.20 3.62
H: 1.68 -5.34 0.79
H: 0.02 -4.91 0.31
H: 0.29 -6.06 1.64
H: 2.01 -2.44 2.23
H: 0.35 -2.02 1.75
H: 1.44 -2.80 0.58
C: 4.02 1.20 2.27
O: 3.22 0.47 1.73
N: 4.35 2.45 1.84
C: 5.32 3.27 2.54
C: 3.72 2.98 0.65
H: 4.56 0.90 3.19
H: 4.84 4.19 2.87
H: 6.15 3.50 1.87
H: 5.71 2.74 3.42
H: 2.64 3.01 0.79
H: 3.94 2.31 -0.20
H: 4.09 3.98 0.43

Results
Max |F|   2.785 eV Å⁻¹
E_LUMO   2.31 eV
Electronic energy   -34855.3233 eV
Net charge   -1
Highest occupied orbital energy   -1.2 eV

=====

(5)
This record from OMol25 describes a molecular structure, C29H30As2O7SSr. The level of theory is the ωB97M-V functional and the def2-TZVPD basis.

Cartesian coordinates (Å):
Sr: 1.80 -1.52 1.46
O: 0.17 -5.34 0.14
As: 0.19 -3.53 0.14
O: -0.96 -3.25 -1.01
O: -0.06 -2.93 1.68
C: 2.13 -3.44 0.22
C: 2.87 -4.53 0.69
C: 4.25 -4.49 0.60
C: 4.94 -3.34 0.00
C: 4.21 -2.23 -0.41
C: 2.83 -2.31 -0.28
S: 1.68 -1.24 -1.06
O: 1.40 -2.11 -2.18
O: 0.59 -0.91 -0.04
O: 2.41 -0.06 -1.44
H: -0.62 -5.52 -0.39
H: 2.35 -5.41 1.06
H: 4.83 -5.34 0.93
H: 6.01 -3.36 -0.13
H: 4.62 -1.36 -0.89
O: 0.97 1.92 0.00
As: -0.17 1.34 -1.03
C: -1.00 2.96 -1.81
C: -0.48 4.21 -1.50
C: -1.11 5.37 -1.93
C: -2.29 5.28 -2.67
C: -2.81 4.03 -3.00
C: -2.16 2.88 -2.58
C: 0.00 0.51 -2.79
C: 0.78 1.23 -3.70
C: 0.96 0.77 -4.98
C: 0.34 -0.42 -5.37
C: -0.44 -1.13 -4.48
C: -0.60 -0.67 -3.17
C: -1.77 0.75 -0.09
C: -2.39 1.76 0.66
C: -3.52 1.48 1.41
C: -4.03 0.19 1.45
C: -3.40 -0.82 0.73
C: -2.28 -0.54 -0.04
H: 0.43 4.25 -0.90
H: -0.71 6.34 -1.68
H: -2.80 6.18 -2.98
H: -3.72 3.96 -3.58
H: -2.56 1.91 -2.84
H: 1.28 2.13 -3.36
H: 1.60 1.30 -5.67
H: 0.50 -0.81 -6.37
H: -0.89 -2.07 -4.76
H: -1.11 -1.31 -2.45
H: -1.98 2.76 0.64
H: -3.99 2.27 1.99
H: -4.90 -0.03 2.06
H: -3.78 -1.83 0.77
H: -1.79 -1.37 -0.55
C: -0.64 -0.29 3.59
C: 0.51 0.39 4.34
C: 0.07 0.72 5.79
C: 0.89 1.70 3.63
C: 1.74 -0.52 4.49
H: -1.56 0.31 3.56
H: -0.84 -1.28 4.01
H: -0.21 -0.44 2.62
H: -0.83 1.36 5.80
H: 0.89 1.24 6.31
H: -0.15 -0.21 6.33
H: 0.05 2.41 3.62
H: 1.18 1.45 2.61
H: 1.75 2.15 4.13
H: 1.35 -1.56 4.61

Results
Max |F|   13.282 eV Å⁻¹
Relative energy (zero: lowest compared OMol25 entry of this formula, charge and spin)   547.8 kJ/mol
E_LUMO (alpha / beta)   4.28 / 4.28 eV
Electronic energy   -178233.4405 eV
Net charge   -2
Highest occupied orbital energy (alpha / beta)   0.1 / -0.4 eV

=====

(6)
This record from OMol25 describes 6 unconnected molecules or ions with the total composition C25H32F3NO4S. The level of theory is the ωB97M-V functional and the def2-TZVPD basis.

Cartesian coordinates (Å):
C: -1.25 -2.32 2.38
C: 0.05 -3.01 2.29
O: 0.90 -3.04 3.26
N: 0.50 -3.36 0.78
H: -0.32 -3.75 0.41
H: 0.60 -2.51 0.17
C: 1.95 -3.76 0.47
H: -1.18 -1.59 3.02
H: -1.82 -2.98 2.63
H: -1.27 -2.04 1.46
H: 2.15 -3.37 -0.54
H: 1.58 -4.72 0.34
H: 2.60 -3.59 1.35
O: 0.04 -1.21 -0.51
H: 0.11 -0.21 -0.67
F: -5.31 2.44 0.78
C: -4.18 2.21 1.47
C: -4.16 2.72 2.87
C: -2.89 2.39 3.52
C: -1.84 1.63 3.00
C: -1.95 1.18 1.59
C: -3.15 1.53 0.83
H: -4.68 3.33 3.41
H: -2.79 2.78 4.66
H: -0.99 1.28 3.74
H: -1.10 0.66 1.26
H: -3.46 1.11 -0.15
F: -3.30 0.97 -3.42
C: -3.16 -0.41 -3.36
C: -2.07 -1.05 -2.74
C: -1.97 -2.35 -2.75
C: -2.92 -3.26 -3.32
C: -4.08 -2.74 -3.98
C: -4.22 -1.27 -3.98
H: -1.02 -0.46 -2.35
H: -1.17 -2.69 -2.00
H: -2.91 -4.24 -3.19
H: -4.77 -3.30 -4.54
H: -5.01 -1.04 -4.44
F: 1.28 0.25 4.22
C: 2.38 0.14 3.51
C: 3.69 0.01 4.10
C: 4.85 -0.23 3.29
C: 4.67 -0.41 1.91
C: 3.44 -0.23 1.26
C: 2.23 -0.03 2.10
H: 3.59 0.16 5.10
H: 5.75 -0.34 3.60
H: 5.44 -0.53 1.24
H: 3.41 -0.46 0.23
H: 1.20 0.02 1.76
C: 2.53 1.84 -2.77
C: 2.51 3.29 -3.32
C: 1.83 4.08 -2.37
S: 0.69 3.06 -1.55
O: -0.58 3.29 -2.18
O: 0.74 3.12 -0.12
C: 1.18 1.57 -1.97
H: 3.35 1.85 -2.18
H: 2.75 1.32 -3.78
H: 2.18 3.35 -4.40
H: 3.59 3.74 -3.49
H: 1.41 4.99 -2.66
H: 2.55 4.32 -1.50
H: 0.51 1.03 -2.61
H: 1.30 0.82 -1.17

Results
Max |F|   11.050 eV Å⁻¹
Relative energy (zero: lowest compared OMol25 entry of this formula, charge and spin)   197.2 kJ/mol
E_LUMO   -0.31 eV
Electronic energy   -55098.8039 eV
Highest occupied orbital energy   -8.5 eV